(1)
18
Properties=species:S:1:pos:R:3:forces:R:3 method="wB97M-V/def2-TZVPD" smiles=c1ccncc1.CN
C -2.428 -0.374 0.496 -0.3 2.5 -0.7
C -1.530 -1.284 0.001 -0.3 -2.0 0.3
C -0.435 -1.070 -0.928 -3.4 1.0 2.9
N -0.274 0.180 -1.358 1.7 -2.1 0.1
C -0.991 1.061 -0.733 -2.6 1.8 0.3
C -2.104 0.953 0.105 -0.1 -1.5 0.6
H -3.321 -0.750 1.099 1.4 1.0 -0.8
H -1.958 -2.143 0.528 1.8 -1.4 -1.1
H 0.288 -1.821 -1.036 0.8 -0.9 -1.0
H -0.829 2.049 -1.008 0.7 1.8 -0.7
H -2.641 1.855 0.403 0.2 -0.3 0.0
C 2.072 0.242 0.797 -1.2 2.1 1.8
N 2.778 -0.336 -0.306 2.8 -0.9 2.4
H 2.443 0.111 1.809 0.9 -0.6 -0.1
H 1.984 1.377 0.750 -0.1 -1.0 -0.2
H 1.038 -0.149 0.916 0.7 0.2 -0.6
H 2.242 -0.053 -1.020 -2.5 0.7 -3.9
H 3.665 0.150 -0.514 -0.4 -0.4 0.7


(2)
18
Properties=species:S:1:pos:R:3:forces:R:3 method="wB97M-V/def2-TZVPD" smiles=N[C@@]12CN3C[C@@H]1[C@@H]2C3
N 2.078 0.216 -0.922 2.2 -1.3 0.2
C 0.750 0.054 -0.417 0.9 -0.9 -0.8
C -0.118 -1.240 -0.555 1.1 0.9 0.4
N -1.280 -0.764 0.174 -0.9 -0.3 1.2
C -0.645 -0.339 1.436 0.5 0.5 -0.3
C 0.425 0.626 0.887 -0.1 -0.7 1.6
C -0.204 1.193 -0.329 -0.9 0.7 -0.8
C -1.582 0.534 -0.461 0.5 0.2 0.7
H 2.763 0.236 -0.134 -0.9 0.4 -0.5
H 2.428 -0.660 -1.356 -0.8 0.7 -0.2
H -0.392 -1.430 -1.563 -0.1 -0.3 -1.0
H 0.366 -2.145 -0.116 -0.5 0.7 -0.1
H -0.241 -1.216 1.911 0.2 -0.2 0.5
H -1.301 0.220 2.069 -0.8 -0.1 0.5
H 1.214 1.079 1.500 -0.6 0.0 -0.3
H -0.059 2.200 -0.696 0.4 -0.2 -0.1
H -2.378 1.102 0.057 0.2 -0.6 -0.2
H -1.825 0.334 -1.485 -0.4 0.2 -0.6


(3)
18
Properties=species:S:1:pos:R:3:forces:R:3 method="wB97M-V/def2-TZVPD" smiles=CCCc1cnc[nH]1
C -2.533 0.464 -0.610 0.2 -0.4 0.0
C -1.460 0.710 0.445 0.5 1.6 -1.4
C -0.071 0.897 -0.243 0.3 -0.5 1.3
C 0.880 -0.201 0.114 -0.3 -0.8 0.4
C 1.078 -0.912 1.288 -0.1 0.1 -0.6
N 2.212 -1.649 1.197 1.5 -0.2 0.2
C 2.763 -1.388 0.043 -1.3 -0.1 -0.4
N 1.908 -0.602 -0.701 1.0 0.6 0.0
H -2.465 1.218 -1.397 0.2 0.0 0.0
H -3.548 0.553 -0.228 0.0 -0.4 0.2
H -2.350 -0.520 -1.053 -0.4 0.1 -0.1
H -1.360 -0.064 1.193 -0.4 0.1 0.3
H -1.682 1.709 0.841 -0.1 -0.5 0.7
H -0.140 1.024 -1.315 -0.1 0.1 -0.3
H 0.427 1.776 0.190 -0.3 0.2 -0.4
H 0.553 -1.004 2.225 -0.5 0.5 -0.2
H 3.701 -1.744 -0.345 0.0 -0.2 0.0
H 2.089 -0.266 -1.643 -0.1 0.0 0.5


Listing F_max for the structures above in their given order: 0.0909, 0.0492, 0.0425 hartree/bohr.
Listing gap between HOMO and LUMO for the structures above in their given order: 9.9955, 9.6024, 9.2107 eV.